C30H35BCaN4O4S2 | ωB97M-V with the def2-TZVPD basis set

Each line ends with the Löwdin spin population.
Cartesian coordinates (Å):
Ca -0.640 -1.438 -0.208  0.02
C 5.337 -1.956 -2.138  0.00
C 4.911 -1.868 -0.675  0.00
N 4.085 -2.970 -0.228  0.03
C 4.762 -4.188 0.186  0.01
C 4.780 -5.281 -0.880  0.00
C 2.695 -2.938 -0.237  0.07
S 1.981 -1.490 -0.931  0.02
N 2.112 -3.998 0.238  0.03
C 0.786 -4.100 0.564  0.23
O 0.094 -3.067 0.986  0.13
C 0.197 -5.405 0.564  0.08
C 0.943 -6.579 0.283  0.09
C 0.352 -7.823 0.309  0.01
C -1.009 -7.976 0.607  0.14
C -1.758 -6.831 0.888  0.01
C -1.179 -5.578 0.876  0.10
H 5.958 -1.097 -2.407  0.00
H 4.452 -1.957 -2.775  0.00
H 5.911 -2.863 -2.335  0.00
H 4.360 -0.943 -0.521  0.00
H 5.796 -1.834 -0.031  0.00
H 4.273 -4.571 1.082  0.00
H 5.788 -3.917 0.449  0.00
H 3.762 -5.520 -1.177  0.00
H 5.251 -6.186 -0.486  0.00
H 5.336 -4.966 -1.765  0.00
H 1.995 -6.478 0.056  0.01
H 0.956 -8.699 0.096  0.00
H -1.468 -8.957 0.618  0.01
H -2.816 -6.922 1.115  0.00
H -1.780 -4.701 1.070  0.01
O -2.782 -2.408 -0.278  0.00
N -3.442 -2.100 0.797  0.00
C -4.705 -1.641 0.674  0.00
C -5.432 -1.292 1.788  0.00
C -4.864 -1.403 3.048  0.00
C -3.568 -1.880 3.146  0.00
C -2.865 -2.236 2.015  0.00
H -5.042 -1.561 -0.346  0.00
H -6.439 -0.922 1.655  0.00
H -5.420 -1.124 3.932  0.00
H -3.080 -1.990 4.104  0.00
H -1.855 -2.646 2.003  0.00
S -3.675 3.331 -1.728  0.00
C -3.447 3.170 -0.036  0.00
C -3.340 1.856 0.284  0.00
N -3.443 0.980 -0.767  0.00
C -3.640 1.615 -1.876  0.00
H -3.357 4.022 0.616  0.00
H -3.126 1.477 1.272  0.00
H -3.726 1.130 -2.837  0.00
C -1.172 7.309 -1.765  0.00
C 0.123 7.092 -0.968  0.00
C 0.294 8.273 -0.012  0.00
C 1.315 7.088 -1.935  0.00
C 0.052 5.750 -0.236  0.00
C 0.139 5.645 1.149  0.00
C 0.070 4.413 1.811  0.00
C -0.094 3.285 1.043  0.00
O -0.219 1.984 1.415  0.00
B -0.423 1.193 0.232  0.00
O -0.363 2.133 -0.858  0.00
C -0.180 3.374 -0.344  0.00
C -0.109 4.582 -0.997  0.00
H -1.143 8.270 -2.285  0.00
H -2.037 7.303 -1.098  0.00
H -1.318 6.525 -2.509  0.00
H 0.337 9.202 -0.584  0.00
H 1.217 8.190 0.565  0.00
H -0.542 8.348 0.687  0.00
H 1.376 8.041 -2.468  0.00
H 1.227 6.292 -2.675  0.00
H 2.249 6.935 -1.391  0.00
H 0.268 6.534 1.750  0.00
H 0.144 4.349 2.889  0.00
H -0.181 4.610 -2.077  0.00

Values from the calculation:
- 2S+1 = 2
- HOMO level (alpha / beta) (eV) = -1.3 / -4.4
- energy above the lowest of the compared OMol25 structures with the same formula, charge and spin (kcal per mole) = 0.00
- total charge = -1
- gap between HOMO and LUMO (alpha / beta) (eV) = 3.356 / 6.427

C30H35BF4N3O | ωB97M-V with the def2-TZVPD basis set

Each line ends with the Löwdin charge.
Cartesian coordinates (Å):
C 5.229 0.370 1.437  -0.10
C 4.530 0.111 0.092  -0.13
B 2.973 -0.051 0.120  -0.42
O 2.280 -0.207 -1.101  0.08
C 2.110 -0.042 1.470  -0.17
C 1.968 1.372 2.077  -0.10
N 0.702 2.069 1.700  0.06
C -0.158 1.328 0.878  -0.33
N -0.630 1.899 -0.250  0.22
N -0.442 0.085 1.243  0.16
C 0.787 -0.809 1.335  -0.06
H 4.961 -0.363 2.197  0.08
H 6.308 0.280 1.298  0.08
H 5.064 1.384 1.802  0.07
H 4.932 -0.801 -0.363  0.11
H 4.738 0.946 -0.589  0.12
H 2.127 0.676 -1.461  0.11
H 2.713 -0.607 2.184  0.14
H 2.020 1.293 3.162  0.13
H 2.816 1.992 1.787  0.11
H 0.173 2.184 2.564  0.15
H 0.052 2.193 -0.930  0.13
H -1.606 2.005 -0.484  0.12
H -1.049 -0.302 0.519  0.13
H 0.756 -1.438 0.448  0.12
H 0.651 -1.463 2.195  0.11
F -0.748 -3.520 4.248  0.06
C -1.736 -3.677 3.344  -0.28
C -2.383 -4.892 3.252  -0.01
C -3.398 -5.034 2.316  -0.07
C -3.745 -3.975 1.487  -0.09
C -3.077 -2.763 1.595  -0.08
C -2.066 -2.609 2.535  -0.03
H -2.094 -5.706 3.902  0.12
H -3.920 -5.977 2.234  0.11
H -4.535 -4.095 0.758  0.11
H -3.344 -1.937 0.948  0.09
H -1.537 -1.673 2.648  0.08
F -1.792 4.719 -0.484  0.03
C -1.692 5.513 0.614  -0.28
C -2.346 6.726 0.626  -0.01
C -2.241 7.522 1.757  -0.07
C -1.487 7.102 2.845  -0.08
C -0.836 5.877 2.806  -0.08
C -0.938 5.070 1.682  -0.03
H -2.924 7.037 -0.234  0.12
H -2.751 8.475 1.788  0.11
H -1.408 7.730 3.722  0.11
H -0.244 5.551 3.652  0.10
H -0.448 4.109 1.621  0.07
F -2.836 -0.263 -0.919  0.01
C -3.398 0.023 -2.134  -0.28
C -4.744 -0.208 -2.306  -0.01
C -5.312 0.090 -3.537  -0.06
C -4.531 0.604 -4.564  -0.08
C -3.176 0.825 -4.362  -0.07
C -2.599 0.536 -3.134  -0.03
H -5.334 -0.614 -1.495  0.12
H -6.368 -0.079 -3.692  0.11
H -4.979 0.831 -5.521  0.11
H -2.565 1.223 -5.161  0.11
H -1.544 0.704 -2.956  0.10
F 5.480 -4.882 -4.599  0.07
C 4.617 -4.413 -3.682  -0.28
C 4.592 -3.058 -3.420  0.00
C 3.696 -2.576 -2.475  -0.09
C 2.852 -3.454 -1.807  -0.09
C 2.898 -4.814 -2.084  -0.08
C 3.784 -5.302 -3.032  -0.01
H 5.265 -2.397 -3.950  0.12
H 3.657 -1.524 -2.261  0.07
H 2.153 -3.076 -1.070  0.09
H 2.242 -5.498 -1.562  0.11
H 3.833 -6.356 -3.270  0.12

Values from the calculation:
- HOMO level (eV) = -11.1
- total charge = +1
- gap between HOMO and LUMO (eV) = 6.764

C30H35BrN6O2W | ωB97M-V with the def2-TZVPD basis set

Each line ends with the Löwdin charge.
Cartesian coordinates (Å):
W 0.791 -0.329 0.086  1.74
C -3.459 0.808 2.169  -0.08
N -2.564 1.689 1.474  -0.25
C -2.646 1.516 0.037  -0.18
C -2.230 2.654 -0.895  -0.12
C -0.742 2.696 -1.287  -0.20
N -0.213 1.377 -1.611  0.00
C -0.025 1.166 -2.886  -0.06
C 0.383 -0.054 -3.504  -0.16
C 0.732 -0.092 -4.867  -0.02
C 1.010 -1.289 -5.488  -0.05
C 0.928 -2.488 -4.782  -0.03
C 0.610 -2.483 -3.441  0.01
C 0.364 -1.275 -2.774  -0.29
O 0.092 -1.235 -1.480  -0.26
C -2.216 2.894 2.175  -0.18
C -0.819 3.478 1.930  -0.13
C 0.354 2.450 1.897  -0.20
N -0.040 1.057 1.699  -0.09
C -0.449 0.504 2.880  -0.09
C -0.978 -0.779 3.062  -0.22
C -1.350 -1.248 4.348  0.01
C -1.884 -2.498 4.519  -0.02
C -2.099 -3.346 3.418  0.00
C -1.720 -2.946 2.154  0.03
C -1.127 -1.698 1.958  -0.32
O -0.599 -1.346 0.789  -0.29
H -4.504 1.104 2.017  0.10
H -3.259 0.808 3.237  0.09
H -3.348 -0.213 1.799  0.09
H -3.694 1.286 -0.198  0.13
H -2.058 0.606 -0.229  0.09
H -2.522 3.620 -0.486  0.12
H -2.799 2.513 -1.817  0.12
H -0.121 3.121 -0.502  0.08
H -0.661 3.358 -2.161  0.13
H -0.205 1.993 -3.580  0.15
H 0.790 0.832 -5.424  0.12
H 1.267 -1.310 -6.533  0.12
H 1.114 -3.424 -5.285  0.12
H 0.541 -3.407 -2.890  0.11
H -2.321 2.669 3.239  0.12
H -2.929 3.700 1.943  0.13
H -0.628 4.190 2.735  0.12
H -0.824 4.065 1.016  0.09
H 0.907 2.525 2.842  0.13
H 1.039 2.743 1.093  0.08
H -0.358 1.118 3.773  0.16
H -1.170 -0.604 5.196  0.13
H -2.136 -2.845 5.508  0.12
H -2.536 -4.321 3.565  0.13
H -1.828 -3.603 1.304  0.13
C 4.959 2.706 -2.957  -0.02
C 4.152 2.061 -1.885  -0.22
C 4.318 2.412 -0.542  0.02
C 3.492 1.870 0.428  -0.04
C 2.469 0.976 0.060  -0.35
Br 2.038 -1.313 2.195  0.39
N 2.402 0.567 -1.229  -0.06
C 3.202 1.080 -2.170  -0.05
H 5.997 2.374 -2.916  0.10
H 4.966 3.787 -2.821  0.10
H 4.565 2.474 -3.942  0.09
H 5.087 3.114 -0.262  0.14
H 3.616 2.131 1.472  0.12
H 3.089 0.703 -3.180  0.13
N 3.603 -2.396 -0.886  0.03
C 3.912 -3.692 -1.033  -0.04
C 2.751 -4.410 -0.835  -0.02
C 1.776 -3.453 -0.562  -0.17
N 2.299 -2.224 -0.607  -0.13
H 4.236 -1.608 -0.930  0.16
H 4.907 -4.022 -1.257  0.13
H 2.626 -5.470 -0.890  0.11
H 0.729 -3.601 -0.346  0.12

Values from the calculation:
- HOMO level (alpha / beta) (eV) = -12.6 / -12.6
- energy above the lowest of the compared OMol25 structures with the same formula, charge and spin (kcal per mole) = 16.40
- total charge = +2
- gap between HOMO and LUMO (alpha / beta) (eV) = 4.854 / 4.851

C30H35Cl2CrN2O4Sb2 | ωB97M-V with the def2-TZVPD basis set

Each line ends with the Löwdin spin population.
Cartesian coordinates (Å):
Cr -0.590 0.938 -0.250  1.01
O -1.798 0.111 0.885  -0.01
C -3.110 0.176 0.906  0.00
C -3.783 -0.364 2.017  0.00
C -5.154 -0.325 2.099  0.00
C -5.922 0.230 1.072  0.00
C -5.284 0.745 -0.031  0.00
C -3.882 0.746 -0.133  0.00
C -3.296 1.238 -1.350  0.01
N -2.040 1.370 -1.562  -0.01
C -1.606 1.785 -2.898  0.00
C -0.123 1.456 -3.046  0.00
N 0.483 1.826 -1.776  0.00
C 1.205 2.882 -1.716  0.01
C 1.470 3.614 -0.507  0.00
C 2.479 4.592 -0.496  0.00
C 2.646 5.433 0.576  0.00
C 1.751 5.341 1.647  0.00
C 0.734 4.418 1.653  0.00
C 0.577 3.502 0.588  0.00
O -0.378 2.613 0.646  0.02
H -3.186 -0.821 2.795  0.00
H -5.646 -0.753 2.964  0.00
H -7.001 0.239 1.139  0.00
H -5.859 1.164 -0.849  0.00
H -3.994 1.473 -2.155  0.00
H -2.195 1.274 -3.663  0.00
H -1.748 2.866 -2.993  0.00
H 0.006 0.388 -3.216  0.00
H 0.321 2.002 -3.885  0.00
H 1.585 3.312 -2.647  0.00
H 3.129 4.670 -1.361  0.00
H 3.436 6.171 0.585  0.00
H 1.852 6.019 2.487  0.00
H 0.029 4.361 2.472  0.00
C -0.102 -2.566 -3.020  0.00
Sb 0.209 -1.491 -1.213  -0.02
C 2.274 -1.025 -1.752  0.00
C 0.595 -3.045 0.220  0.00
C 2.015 -3.200 0.632  0.00
C 2.851 -4.043 -0.097  0.00
C 4.194 -4.185 0.213  0.00
C 4.727 -3.481 1.281  0.00
C 3.904 -2.656 2.030  0.00
C 2.553 -2.502 1.728  0.00
C 1.712 -1.612 2.587  0.00
Sb 1.271 0.319 1.747  -0.01
C 0.692 1.246 3.568  0.00
C 3.281 1.024 1.602  0.00
H -0.898 -3.290 -2.869  0.00
H 0.833 -3.065 -3.275  0.00
H -0.388 -1.892 -3.825  0.00
H 2.913 -1.906 -1.716  0.00
H 2.703 -0.259 -1.103  0.00
H 2.275 -0.641 -2.775  0.00
H 0.228 -3.937 -0.290  0.00
H -0.091 -2.862 1.044  0.00
H 2.432 -4.597 -0.930  0.00
H 4.818 -4.846 -0.374  0.00
H 5.773 -3.584 1.539  0.00
H 4.314 -2.125 2.882  0.00
H 2.235 -1.393 3.520  0.00
H 0.758 -2.072 2.848  0.00
H 1.413 0.995 4.346  0.00
H -0.298 0.897 3.858  0.00
H 0.660 2.324 3.435  0.00
H 3.593 1.456 2.552  0.00
H 3.366 1.779 0.824  0.00
H 3.931 0.183 1.357  0.00
Cl -4.204 -4.187 -2.669  0.00
C -4.256 -2.855 -1.488  0.00
Cl -4.680 -3.473 0.109  0.00
C -2.885 -2.137 -1.543  0.00
O -2.001 -2.523 -0.738  0.00
O -2.783 -1.282 -2.434  0.00
H -5.042 -2.181 -1.808  0.00

Values from the calculation:
- 2S+1 = 2
- HOMO level (alpha / beta) (eV) = -8.1 / -8.0
- energy above the lowest of the compared OMol25 structures with the same formula, charge and spin (kcal per mole) = 6.91
- total charge = 0
- gap between HOMO and LUMO (alpha / beta) (eV) = 7.570 / 7.574

C30H35F15O14 | ωB97M-V with the def2-TZVPD basis set

Each line ends with the Löwdin charge.
Cartesian coordinates (Å):
O -6.212 2.204 -0.685  0.01
C -4.993 1.964 -0.531  -0.21
C -4.373 1.461 0.876  -0.08
C -3.259 0.376 0.545  -0.07
C -3.536 -0.878 -0.084  -0.05
C -5.005 -1.327 -0.476  -0.11
C -5.211 -1.699 -2.020  -0.21
O -5.804 -0.607 -2.795  -0.10
C -2.253 -1.806 -0.317  -0.22
O -2.355 -3.047 -0.502  0.02
C -0.759 -1.233 -0.282  0.04
C -0.496 0.027 0.323  0.04
C -1.760 0.770 0.969  -0.23
O -1.545 1.664 1.836  0.03
H -4.243 2.144 -1.388  0.14
H -3.940 2.415 1.355  0.13
H -5.186 1.092 1.587  0.13
H -5.226 -2.287 0.117  0.12
H -5.815 -0.563 -0.203  0.13
H -4.294 -2.138 -2.533  0.12
H -6.010 -2.529 -2.045  0.13
H -5.114 0.089 -2.833  0.08
H 0.116 -1.786 -0.746  0.11
H 0.517 0.532 0.380  0.11
C 6.312 2.075 1.589  -0.05
C 5.439 0.869 1.865  -0.19
O 4.388 0.772 0.889  0.02
C 4.731 0.241 -0.299  -0.37
O 5.834 -0.142 -0.580  0.17
C 3.513 0.162 -1.213  -0.51
F 2.795 1.304 -1.221  0.15
F 2.665 -0.817 -0.833  0.14
F 3.836 -0.087 -2.492  0.16
H 5.706 2.982 1.536  0.07
H 7.062 2.196 2.374  0.09
H 6.828 1.982 0.632  0.06
H 4.956 0.982 2.837  0.13
H 6.022 -0.055 1.901  0.13
C 8.662 2.368 -5.476  -0.06
C 7.508 2.900 -4.649  -0.20
O 7.823 2.862 -3.248  0.02
C 8.601 3.863 -2.792  -0.37
O 9.033 4.751 -3.477  0.17
C 8.817 3.727 -1.288  -0.51
F 9.140 2.470 -0.924  0.15
F 7.710 4.054 -0.591  0.15
F 9.803 4.517 -0.831  0.16
H 8.944 1.367 -5.140  0.08
H 8.391 2.325 -6.533  0.08
H 9.547 2.999 -5.372  0.08
H 6.632 2.263 -4.790  0.12
H 7.224 3.911 -4.954  0.13
C -0.398 4.562 3.029  -0.06
C 0.650 3.901 2.157  -0.21
O 1.779 4.774 1.966  0.02
C 2.664 4.824 2.979  -0.37
O 2.559 4.200 4.002  0.16
C 3.828 5.748 2.628  -0.52
F 3.418 6.918 2.100  0.16
F 4.655 5.187 1.722  0.15
F 4.584 6.059 3.695  0.16
H -0.687 5.531 2.613  0.08
H -1.286 3.932 3.109  0.07
H -0.016 4.750 4.035  0.08
H 0.231 3.706 1.168  0.12
H 0.969 2.939 2.567  0.12
C -10.054 -0.948 3.738  -0.06
C -9.273 -1.240 2.471  -0.20
O -7.862 -1.080 2.692  0.02
C -7.240 -2.108 3.301  -0.37
O -7.789 -3.114 3.662  0.17
C -5.747 -1.827 3.429  -0.50
F -5.492 -0.583 3.884  0.15
F -5.114 -1.936 2.241  0.14
F -5.129 -2.670 4.271  0.17
H -9.803 0.044 4.122  0.08
H -11.128 -0.994 3.548  0.08
H -9.812 -1.665 4.526  0.08
H -9.552 -0.523 1.696  0.13
H -9.492 -2.237 2.081  0.13
C -1.126 -4.952 -2.013  -0.07
C 0.008 -5.901 -1.679  -0.19
O -0.469 -7.253 -1.574  0.03
C -0.656 -7.902 -2.738  -0.37
O -0.456 -7.421 -3.822  0.16
C -1.116 -9.334 -2.483  -0.52
F -2.099 -9.403 -1.563  0.16
F -0.110 -10.108 -2.028  0.16
F -1.589 -9.931 -3.590  0.16
H -1.934 -5.052 -1.289  0.07
H -0.777 -3.920 -2.016  0.06
H -1.551 -5.175 -2.996  0.08
H 0.427 -5.640 -0.704  0.13
H 0.821 -5.834 -2.407  0.13

Values from the calculation:
- HOMO level (eV) = -10.2
- total charge = 0
- gap between HOMO and LUMO (eV) = 8.379

C30H35FINO5 | ωB97M-V with the def2-TZVPD basis set

Each line ends with the Löwdin charge.
Cartesian coordinates (Å):
C 3.011 -1.994 4.751  0.09
C 3.396 -2.782 3.916  -0.13
C 3.624 -3.765 2.779  -0.14
C 2.831 -3.240 1.546  -0.20
C 1.796 -3.970 0.946  0.02
C 1.064 -3.447 -0.152  -0.14
C -0.098 -4.217 -0.796  -0.14
C 0.330 -5.227 -1.908  -0.26
N 1.425 -4.759 -2.776  0.00
C 1.427 -2.157 -0.616  -0.02
C 2.488 -1.421 -0.004  -0.06
C 3.209 -1.947 1.081  0.04
C 2.760 -0.016 -0.577  -0.25
O 3.875 0.399 -0.766  0.13
C 1.475 0.774 -0.917  0.00
C 0.410 0.043 -1.524  -0.01
C -0.834 0.625 -1.851  -0.09
C -1.993 -0.142 -2.502  -0.19
C -2.455 0.428 -3.894  -0.74
C -1.364 1.217 -4.665  -0.17
I -3.116 -1.246 -5.123  0.80
C -0.971 2.014 -1.529  -0.08
C -2.289 2.776 -1.779  -0.12
O -3.376 2.368 -0.928  -0.13
C -2.954 1.978 0.368  -0.18
C -4.145 1.990 1.398  -0.17
O -3.566 2.207 2.676  -0.15
C -3.798 1.158 3.609  -0.27
C -2.519 0.347 3.986  -0.08
C 0.088 2.750 -0.932  -0.17
O -0.053 4.098 -0.637  0.04
C 1.340 2.147 -0.609  0.00
C 2.457 2.955 0.076  -0.25
F 2.892 4.013 -0.744  -0.01
C 2.005 3.470 1.478  -0.18
C 3.029 4.512 2.038  -0.09
C 0.674 -1.459 -1.776  -0.25
O 0.348 -2.032 -2.783  0.11
H 2.785 -1.075 5.283  0.03
H 3.152 -4.721 3.081  0.11
H 4.702 -3.856 2.568  0.12
H 1.542 -4.957 1.371  0.13
H -0.833 -3.459 -1.139  0.10
H -0.616 -4.762 0.026  0.12
H -0.556 -5.387 -2.563  0.11
H 0.527 -6.208 -1.419  0.11
H 1.212 -5.119 -3.706  0.07
H 2.299 -5.226 -2.532  0.07
H 4.017 -1.377 1.564  0.14
H -1.749 -1.206 -2.673  0.05
H -2.863 -0.135 -1.811  0.12
H -3.335 1.096 -3.808  0.06
H -1.736 1.384 -5.702  0.06
H -1.150 2.222 -4.255  0.07
H -0.417 0.648 -4.785  0.09
H -2.174 3.876 -1.637  0.13
H -2.653 2.662 -2.818  0.11
H -2.190 2.662 0.810  0.13
H -2.588 0.924 0.364  0.13
H -4.877 2.789 1.152  0.13
H -4.660 1.017 1.280  0.12
H -4.599 0.447 3.328  0.11
H -4.140 1.644 4.553  0.12
H -1.597 0.953 4.009  0.07
H -2.405 -0.585 3.390  0.07
H -2.683 -0.008 5.030  0.07
H -0.910 4.152 -0.185  0.10
H 3.358 2.341 0.264  0.13
H 1.932 2.595 2.157  0.12
H 1.016 3.960 1.453  0.10
H 2.761 4.786 3.075  0.07
H 2.967 5.426 1.418  0.08
H 4.036 4.049 1.997  0.08

Values from the calculation:
- HOMO level (eV) = -9.1
- energy above the lowest of the compared OMol25 structures with the same formula, charge and spin (kcal per mole) = 0.00
- total charge = 0
- gap between HOMO and LUMO (eV) = 8.648

Sequential max |F| output: 0.01182; 0.04111; 0.06331; 0.00926; 0.08849; 0.03271 Eh/bohr
Sequential energy output: -86617.191; -49735.396; -116566.915; -109390.133; -101102.300; -54219.597 eV